Record 1
Computed, not measured: a structure of composition H20HeO10Xe in a non-equilibrium geometry, with ωB97M-V/def2-TZVPD.

Results
- HOMO level: -9.57 eV
- Energy relative to the best compared isomer or geometry (same formula, charge and spin): 0.0 kJ/mol
- 2S+1: 1

Geometry as XYZ:
```
32
Properties=species:S:1:pos:R:3:forces:R:3:lowdin_charge:R:1
He -0.37432 0.70447 -0.16633 0.03 -0.01 0.00 0.14
Xe -1.37231 2.49104 -3.37598 0.01 -0.03 0.02 0.06
O 2.13690 1.94083 0.62707 -0.32 -0.17 0.28 -0.06
H 2.68271 1.95357 1.41330 0.18 0.13 0.29 0.04
H 2.52555 2.60205 0.05437 0.13 0.12 -0.41 0.06
O -0.23409 -3.51800 -0.00451 -0.04 -0.68 0.48 -0.06
H -0.26183 -2.81432 -0.65282 0.00 0.30 -0.55 -0.02
H 0.50021 -3.29019 0.56568 0.30 0.10 0.28 0.01
O -2.55144 -2.67309 1.29408 -0.66 -0.06 0.86 -0.08
H -1.67126 -2.88706 0.98466 0.54 -0.41 -0.36 -0.03
H -2.74059 -1.81820 0.90728 -0.09 0.09 -0.27 -0.03
O 2.23785 -0.33340 -2.54413 0.05 0.31 -0.49 -0.06
H 2.61063 -0.53499 -1.68586 0.34 -0.19 0.14 -0.02
H 1.30757 -0.54111 -2.45650 -0.30 -0.09 0.17 -0.02
O 1.27033 -2.13438 2.19563 0.09 -0.06 -0.12 -0.03
H 1.07487 -2.43647 3.08263 -0.18 -0.17 0.22 0.05
H 1.68582 -1.28091 2.31888 0.08 0.17 -0.09 0.03
O -0.33598 -1.70327 -1.98162 0.23 0.36 -0.31 -0.05
H -1.14223 -1.18966 -2.03050 -0.56 0.28 0.35 0.03
H -0.19102 -2.00821 -2.87729 0.12 -0.35 -0.27 0.08
O -2.64972 2.55333 0.14848 -0.53 -0.57 -0.18 -0.10
H -1.85968 3.05790 0.34209 0.66 0.33 0.04 -0.03
H -3.17363 2.61181 0.94744 -0.20 0.06 0.19 0.04
O 3.59027 -0.56522 -0.06863 0.12 -0.25 0.12 -0.04
H 4.27498 -0.57586 0.60017 0.28 -0.17 0.01 0.05
H 2.91933 0.01929 0.28409 -0.37 0.49 -0.01 -0.01
O -2.87047 -0.57237 -0.48814 0.16 -0.14 -0.29 -0.06
H -2.75282 0.25886 -0.02831 0.21 0.71 0.03 0.00
H -3.71909 -0.48814 -0.92285 -0.27 -0.05 -0.11 0.06
O -0.41016 4.28337 0.81190 -0.15 -0.05 -0.17 -0.04
H -0.82470 4.94016 1.37138 -0.15 0.30 0.10 0.05
H 0.31845 3.94831 1.33449 0.28 -0.31 0.05 0.03
```
Forces are in eV/Å.



Record 2
Computed, not measured: a structure of composition C4H6AgClF3O2 in a non-equilibrium geometry, with ωB97M-V/def2-TZVPD.

Results
- HOMO level: -4.19 eV
- Energy relative to the best compared isomer or geometry (same formula, charge and spin): 576.5 kJ/mol
- 2S+1: 1
- Total charge: -1

Geometry as XYZ:
```
17
Properties=species:S:1:pos:R:3:forces:R:3:lowdin_charge:R:1
Ag -1.69768 2.58204 6.72450 0.47 0.16 -0.13 0.68
C -0.01821 -0.78649 0.59945 -1.87 2.11 2.34 -0.45
O -0.45646 0.10464 -0.45224 0.77 -0.96 -2.28 -0.12
O -0.74016 -0.43920 1.72979 0.87 -1.85 -2.17 -0.22
C -0.01347 -2.30125 0.05742 1.97 0.81 2.42 -0.55
F -0.32515 -3.19495 1.01229 -0.57 0.09 -0.01 0.11
F -0.71755 -2.57097 -1.00582 -0.82 -0.33 -0.90 0.16
F 1.31665 -2.61737 -0.21292 -0.56 0.17 -0.58 0.05
C 0.22456 -0.00611 -1.76498 -1.58 0.72 0.73 -0.25
C -0.47865 0.99615 -2.67913 0.44 0.82 0.35 -0.10
H -0.33333 1.98749 -2.24991 0.13 0.18 -0.06 0.07
H -0.02190 0.99592 -3.66882 0.02 -0.05 -0.10 0.06
H -1.56090 0.93113 -2.79141 0.04 -0.71 0.17 0.07
H 0.15128 -0.97277 -2.26327 0.03 -0.28 0.53 0.10
H 1.27611 0.26899 -1.68330 0.15 -0.03 0.17 0.11
H 1.00191 -0.48848 0.84161 0.86 -0.63 -0.45 0.13
Cl 2.39287 5.51121 7.80679 -0.38 -0.23 -0.04 -0.86
```
Forces are in eV/Å.



Record 3
Computed, not measured: a cluster of 2 separate species, C4H9NO3S in total in a non-equilibrium geometry, with ωB97M-V/def2-TZVPD.

Results
- HOMO level: -9.95 eV
- Energy relative to the best compared isomer or geometry (same formula, charge and spin): 236.1 kJ/mol
- 2S+1: 1

Geometry as XYZ:
```
18
Properties=species:S:1:pos:R:3:forces:R:3:lowdin_charge:R:1
C -1.94087 2.34239 0.50585 0.26 -2.42 -0.72 0.05
C -1.15248 1.42363 -0.08691 -0.01 1.07 1.07 -0.18
C -0.62156 -2.24964 -0.06238 -2.44 2.25 4.00 -0.10
C -0.99408 0.05221 0.34883 -2.37 -1.52 0.94 -0.29
N -0.59764 -0.83806 -0.46415 -0.93 -0.42 0.18 -0.09
O 2.95857 1.27301 -0.02626 0.12 0.23 -0.16 -0.27
O 2.17550 -0.77763 0.94746 -0.51 -0.26 -0.14 -0.40
O 1.97470 -0.34030 -1.61912 -1.42 -0.46 1.24 -0.32
S 1.71608 0.25846 0.04504 1.98 -0.44 -2.06 0.89
H -2.05300 3.28429 0.05221 -0.09 1.16 -0.18 0.04
H -2.65316 2.00566 1.25097 0.22 0.32 0.31 0.06
H -0.50870 1.64908 -0.90518 0.16 0.49 -0.69 0.09
H -0.67642 -2.34120 1.12226 0.00 0.11 -2.21 0.12
H -1.44811 -2.81356 -0.46354 -0.16 0.02 -0.49 0.08
H 0.28372 -2.57876 -0.33173 3.23 -2.01 -1.08 0.01
H -1.44307 -0.24268 1.36487 0.74 0.40 -1.09 0.15
H 3.77696 0.82693 0.25610 -0.20 -0.09 -0.13 0.08
H 1.20355 -0.93381 -1.93433 1.44 1.58 1.21 0.07
```
Forces are in eV/Å.



Record 4
Computed, not measured: a structure of composition C18H17CrN3O5S4Sb, with ωB97M-V/def2-TZVPD.

Results
- HOMO level (spin up / spin down): -0.62 / -0.68 eV
- 2S+1: 4
- Total charge: -2

Geometry as XYZ:
```
49
Properties=species:S:1:pos:R:3:forces:R:3:lowdin_charge:R:1
Cr -0.63254 -0.36039 -0.08891 0.09 -0.40 0.14 0.59
O -0.64432 -4.37867 -0.11542 0.02 0.04 0.10 0.04
C -0.57155 -3.23582 0.31548 0.14 -0.12 0.01 -0.58
O -1.24966 -2.23455 -0.12810 -0.07 0.18 -0.05 -0.14
C 0.33919 -2.93688 1.52313 -0.07 -0.13 -0.05 -0.09
C -0.32804 -1.91237 2.44528 -0.20 -0.05 0.02 -0.27
C 0.35953 -1.84004 3.80464 -0.04 -0.02 0.01 -0.09
C 1.67311 -1.09797 3.46399 0.02 0.03 -0.01 -0.09
C 1.53065 -0.90630 1.95714 0.13 0.08 -0.04 -0.24
O 0.10902 -0.66314 1.83437 0.00 0.10 -0.06 -0.22
C 1.69767 -2.22740 1.19460 0.14 -0.06 -0.06 -0.09
C 1.96918 -1.90201 -0.28456 0.05 -0.10 0.06 -0.59
O 2.94848 -2.38630 -0.84138 -0.01 -0.02 0.07 0.03
O 1.15698 -1.05796 -0.80602 -0.14 0.16 -0.02 -0.08
H 0.51802 -3.88687 2.02736 -0.01 0.04 -0.02 0.15
H -1.41661 -1.90525 2.46810 0.07 0.02 0.01 0.09
H 0.52493 -2.83590 4.21529 0.00 -0.02 0.02 0.11
H -0.25516 -1.26587 4.49647 -0.01 0.00 -0.02 0.11
H 2.57316 -1.66079 3.71288 0.00 -0.01 -0.01 0.11
H 1.71591 -0.12951 3.96273 0.02 0.00 0.00 0.11
H 2.07577 -0.06461 1.53199 -0.04 -0.03 0.03 0.16
H 2.54354 -2.80449 1.57020 -0.04 0.02 -0.04 0.15
S -2.26590 3.12479 -2.27458 -0.05 0.10 0.07 -0.37
Sb -3.22445 3.15090 -0.13776 0.03 0.02 0.02 0.16
S -2.69198 0.50956 0.58518 -0.12 0.00 0.06 -0.16
S -2.90283 0.29324 2.63192 0.05 0.03 -0.05 -0.19
S -1.88376 4.42249 1.25600 -0.01 0.01 -0.06 -0.39
N 0.60217 1.39517 -2.44980 0.21 -0.16 0.05 0.13
C -0.46671 0.64300 -2.87358 -0.26 0.03 -0.16 -0.36
C -0.76525 0.65760 -4.24638 -0.03 -0.10 0.05 -0.04
C -1.84131 -0.05786 -4.70198 0.07 0.02 0.05 -0.07
C -2.61471 -0.78941 -3.80095 0.05 0.04 0.04 -0.06
C -2.24629 -0.77940 -2.47959 0.04 0.08 -0.02 -0.11
N -1.18040 -0.09321 -2.02785 0.09 -0.08 -0.09 0.01
C 0.85001 1.95274 -1.20953 -0.04 0.14 0.01 -0.31
C 1.76468 3.00116 -1.13415 -0.07 0.01 0.08 -0.01
C 1.96975 3.61483 0.08464 -0.02 -0.02 0.01 -0.07
C 1.23565 3.21019 1.18789 0.00 -0.07 -0.04 -0.11
C 0.35941 2.15614 1.03575 0.01 0.06 0.02 -0.19
N 0.22904 1.49221 -0.12369 0.06 0.14 -0.07 0.02
H 1.01871 1.92760 -3.19315 -0.02 0.01 -0.02 0.13
H -0.16978 1.26949 -4.91060 -0.02 0.01 0.00 0.11
H -2.09684 -0.03407 -5.75380 0.00 0.00 -0.01 0.10
H -3.48034 -1.35305 -4.11444 -0.01 0.00 -0.01 0.10
H -2.78073 -1.33186 -1.72060 -0.01 -0.01 -0.02 0.10
H 2.26836 3.33814 -2.03003 0.00 0.01 -0.01 0.11
H 2.66332 4.44284 0.15957 0.00 0.01 0.00 0.10
H 1.27507 3.72826 2.13302 0.02 0.02 0.00 0.10
H -0.26217 1.80156 1.84924 -0.03 0.00 0.02 0.09
```
Forces are in eV/Å.



Record 5
Computed, not measured: a structure of composition C25H33NiO2Te in a non-equilibrium geometry, with ωB97M-V/def2-TZVPD.

Results
- HOMO level (spin up / spin down): -2.41 / -2.15 eV
- 2S+1: 3
- Total charge: -1

Geometry as XYZ:
```
62
Properties=species:S:1:pos:R:3:forces:R:3:lowdin_charge:R:1
O -0.85870 0.25112 -1.65051 0.64 0.82 0.09 -0.09
C 0.44736 0.54277 -2.23430 -0.22 -0.38 0.14 -0.12
C -0.13630 1.79486 -2.96854 0.10 -0.63 0.11 -0.06
H 0.71823 -0.33820 -2.83289 0.29 1.03 0.65 0.08
H 1.22733 0.76192 -1.48010 -0.56 0.02 -0.24 0.10
C -1.38720 1.52327 -2.11087 0.15 0.05 -0.27 -0.54
H -0.34172 1.73734 -4.04104 0.41 0.00 0.46 0.07
H 0.34148 2.73260 -2.67643 0.04 -0.12 -0.48 0.10
C -2.70284 1.26881 -2.83690 -0.12 0.24 -0.21 -0.01
H -2.58472 0.46610 -3.58838 -0.01 0.23 0.49 0.07
H -3.02369 2.17308 -3.37958 0.07 -0.14 0.21 0.08
H -3.50298 1.00182 -2.12548 0.33 -0.02 -0.23 0.09
C -1.42149 2.64117 -1.08900 -0.28 0.35 0.53 -0.03
H -0.41390 2.97051 -0.83840 -0.01 -0.10 0.02 0.06
H -1.88475 2.41653 -0.14215 -0.05 -0.21 -0.12 0.03
H -1.94540 3.50569 -1.50349 0.00 0.05 -0.24 0.09
Ni 0.13813 -0.09275 2.42821 0.12 0.13 -0.33 -0.01
C 0.86909 2.26242 3.32096 0.85 0.23 -0.47 -0.18
C 1.61844 1.04436 3.26619 0.17 0.66 -0.49 -0.23
C 1.85168 0.74248 1.85445 0.62 2.13 -0.22 -0.33
H 2.04421 0.49937 4.10223 -0.08 0.15 -0.03 0.08
C 1.25694 1.81796 1.09152 0.62 -0.39 0.67 -0.16
C 0.66161 2.72722 1.99371 0.50 -0.24 0.48 -0.17
H 0.20033 3.67484 1.71559 -0.10 -0.34 0.10 0.08
H 0.57650 2.78084 4.23176 -0.08 -0.23 -0.21 0.08
H 2.53871 0.00770 1.43805 -0.01 0.44 0.19 0.03
H 1.40165 1.95363 0.02466 -0.24 -0.02 0.26 0.05
C -1.70777 -0.14593 3.36122 -0.95 -0.11 -0.11 -0.20
C -2.20444 1.08707 2.85330 -0.53 -1.04 0.17 -0.14
C -2.43545 0.92574 1.46467 -0.04 -0.71 0.13 -0.16
H -2.48318 1.96249 3.43339 0.24 -0.20 -0.04 0.09
C -1.99844 -0.34688 1.05946 -0.66 -0.21 0.30 -0.14
C -1.57142 -1.07269 2.23116 -1.86 0.76 0.08 -0.35
H -1.56441 -2.15458 2.29686 -0.13 0.12 0.07 0.03
H -1.70688 -0.46593 4.39935 0.28 0.27 -0.10 0.09
H -2.98529 1.62744 0.84655 0.26 -0.15 0.23 0.07
H -2.02989 -0.76345 0.05825 0.00 0.19 0.25 0.08
O 0.06568 -0.75043 -4.46946 -0.24 -0.37 -3.15 -0.21
C -0.29936 0.04217 -5.66055 0.40 0.11 0.66 -0.18
C 0.20797 -0.66638 -6.91441 -0.37 -0.33 0.44 -0.17
H 0.19292 1.03538 -5.63723 -0.24 -0.53 0.34 0.11
H -1.39367 0.20085 -5.63942 0.54 -0.14 0.02 0.12
C 1.17123 -1.74142 -6.39870 0.29 0.12 0.33 -0.16
H 0.72178 0.03636 -7.56908 -0.18 -0.06 -0.10 0.10
H -0.63590 -1.11334 -7.43300 0.05 -0.07 -0.25 0.10
C 0.99520 -1.79446 -4.86588 -0.41 0.24 0.27 -0.17
H 2.20204 -1.44010 -6.61097 -0.14 -0.28 -0.15 0.10
H 0.95539 -2.70692 -6.85996 0.24 0.07 0.05 0.10
H 1.95634 -1.63171 -4.34288 -0.38 -0.01 -0.18 0.12
H 0.58767 -2.75906 -4.52146 0.09 0.34 -0.12 0.12
Te 1.13515 -2.23193 2.06850 0.52 -1.69 -0.48 1.25
C 1.40140 -2.54452 4.11512 0.17 -0.38 0.39 -0.60
C 0.32014 -2.96089 4.91503 0.72 0.45 0.28 -0.15
C 0.44150 -2.88740 6.30932 0.21 -0.20 -0.36 -0.10
C 1.65568 -2.49816 6.88960 -0.03 0.14 -0.30 -0.12
C 2.74640 -2.14895 6.08035 -0.06 -0.26 -0.28 -0.10
C 2.64199 -2.19790 4.68380 -0.81 -0.15 0.49 -0.17
H -0.58436 -3.32038 4.42565 0.05 0.26 0.27 0.09
H -0.41368 -3.14234 6.93763 0.27 -0.02 -0.12 0.10
H 1.75582 -2.47825 7.97399 -0.04 0.09 -0.23 0.09
H 3.69046 -1.84148 6.53099 -0.21 -0.13 -0.02 0.09
H 3.48135 -1.97950 4.01958 -0.20 0.15 0.37 0.09
```
Forces are in eV/Å.